C8H12O as an isolated structure in a non-equilibrium geometry, computed with ωB97M-V/def2-TZVPD.

XYZ file:
```
21
Properties=species:S:1:pos:R:3:mulliken_charge:R:1
C -1.7757 -0.1823 0.4472 -0.354
C 0.2120 -0.1337 -1.9209 -1.204
C -1.5047 1.2379 0.9482 -1.160
C 0.6236 -1.2379 -0.9900 0.795
C 1.5856 0.0585 0.5134 0.042
C 0.6944 -0.8325 1.0119 -0.280
C -0.6133 -1.1519 0.5227 -0.270
C 2.4578 1.0226 0.4392 -0.763
O 1.1116 -2.2901 -1.2858 -0.587
H 1.1534 -1.6402 1.5780 0.328
H -0.8943 -2.1805 0.7295 0.393
H -2.5839 -0.6074 1.0466 0.380
H -2.1746 -0.1455 -0.5766 0.227
H 0.0309 0.8020 -1.4049 0.320
H -0.6935 -0.4325 -2.4529 0.346
H 1.0147 0.0036 -2.6471 0.341
H 3.1766 1.0856 -0.3706 0.269
H 2.4985 1.8307 1.1666 0.257
H -0.7346 1.7386 0.3616 0.242
H -2.4164 1.8363 0.8968 0.381
H -1.1681 1.2188 1.9869 0.298
```

Values from the calculation:
DFT total energy	-387.10879	a.u.
LUMO level	0.68	eV
spin multiplicity	1
Kohn-Sham gap	8.33	eV
HOMO energy	-7.65	eV
charge	0



A 2-piece molecular cluster, C8H12O2P overall in a non-equilibrium geometry, computed with ωB97M-V/def2-TZVPD.

XYZ file:
```
23
Properties=species:S:1:pos:R:3:mulliken_charge:R:1
C -1.4653 0.4182 0.7125 0.057
C -2.5209 -0.1650 0.9047 -0.340
C 0.7221 2.2801 -0.0663 -0.009
C 0.6336 1.1768 0.6253 0.220
C -3.9977 -0.4929 0.8502 -1.194
C 2.0699 2.8826 -0.4708 -1.183
C 0.2154 -1.8383 -1.2862 -0.726
C 1.5589 -2.0853 -0.4704 -0.308
O 1.5466 -0.8576 2.2377 -0.662
O 2.3217 -0.9534 -0.1778 -0.261
P 2.0284 0.0426 1.1323 -0.121
H -0.2517 2.5799 -0.3662 0.423
H -4.0702 -1.4328 1.2357 0.345
H -4.2229 -0.3277 -0.1426 0.267
H -4.6891 0.1210 1.5045 0.252
H 2.1492 2.8274 -1.5023 0.261
H 1.9810 3.9029 -0.1836 0.390
H 2.9259 2.5082 0.1325 0.390
H 0.2396 -2.0374 -2.2987 0.379
H -0.6875 -2.4638 -0.7893 0.156
H -0.2244 -0.8192 -1.1365 0.133
H 2.2876 -2.7900 -1.0064 0.224
H 1.4499 -2.4762 0.5617 0.305
```

Values from the calculation:
DFT total energy	-803.70037	a.u.
LUMO level (spin up / spin down)	3.62 / 3.62	eV
spin multiplicity	1
Kohn-Sham gap (spin up / spin down)	6.88 / 6.88	eV
HOMO energy (spin up / spin down)	-3.26 / -3.25	eV
charge	-1



A 2-piece molecular cluster, C8H12O6 overall in a non-equilibrium geometry, computed with ωB97M-V/def2-TZVPD.

XYZ file:
```
26
Properties=species:S:1:pos:R:3:mulliken_charge:R:1
C 2.7957 2.5386 0.0477 -1.285
C 2.5004 1.0323 -0.2886 0.449
C 2.3048 0.6618 -1.7865 -0.481
O 3.0023 -0.4964 -1.9318 -0.345
C 3.8633 -0.6947 -0.8471 0.632
O 4.6957 -1.6109 -0.6894 -0.567
O 3.7230 0.3816 -0.0827 -0.343
H 1.8897 3.0789 0.3224 0.382
H 3.3329 2.9726 -0.7955 0.316
H 3.2670 2.5684 1.0301 0.357
H 1.9959 0.4611 0.4907 0.212
H 2.9522 1.3418 -2.3402 0.323
H 1.3040 0.7844 -2.2006 0.355
C -1.2869 -0.3040 0.4148 -1.215
C -2.5189 -1.2250 0.3156 0.403
C -3.2245 -1.8249 1.5850 -0.436
O -4.5894 -1.6012 1.3931 -0.345
C -4.8476 -0.7383 0.3682 0.610
O -5.9545 -0.4128 0.1118 -0.479
O -3.5735 -0.3925 -0.1893 -0.382
H -0.3688 -0.8865 0.3375 0.314
H -1.3057 0.1081 1.4237 0.297
H -1.4263 0.4912 -0.3174 0.332
H -2.3828 -1.9844 -0.4544 0.308
H -3.0231 -1.3394 2.5398 0.331
H -3.1252 -2.9096 1.5430 0.258
```

Values from the calculation:
DFT total energy	-763.44022	a.u.
LUMO level	0.38	eV
spin multiplicity	1
Kohn-Sham gap	11.52	eV
HOMO energy	-11.14	eV
charge	0



C8H13BeF3O4S as an isolated structure in a non-equilibrium geometry, computed with ωB97M-V/def2-TZVPD.

XYZ file:
```
30
Properties=species:S:1:pos:R:3:mulliken_charge:R:1
C 3.6150 -1.3518 -0.8102 -0.986
C 3.1399 -0.2407 0.2639 -0.242
C 1.6367 -0.0146 0.0436 -0.787
C 0.9533 0.8505 1.1542 -0.965
C -0.5973 0.6624 1.2348 -1.120
C -1.2799 0.5023 -0.1372 0.310
O -1.2059 1.8405 -0.7148 -0.360
S -2.6046 2.0234 -1.5492 1.092
O -2.2620 1.5996 -2.8602 -0.521
O -3.2439 3.2619 -1.3949 -0.491
O -3.5914 1.0088 -0.7130 -0.342
C -2.7565 -0.0226 -0.1778 -0.010
C -3.2721 -0.8669 0.9976 0.702
F -3.2887 -0.2530 2.1650 -0.220
F -4.4972 -1.2810 0.6877 -0.244
F -2.5119 -1.9800 1.0511 -0.253
H 2.7117 -1.6634 -1.3988 0.299
H 3.9915 -2.2751 -0.2474 0.329
H 4.3308 -0.9635 -1.5579 0.668
H 3.6931 0.6707 -0.0332 0.277
H 3.3975 -0.5456 1.2855 0.459
H 1.1311 -1.0094 0.0577 0.457
H 1.3907 0.4205 -0.9414 0.488
H 1.1594 1.9146 0.9325 0.374
H 1.4185 0.6753 2.1402 0.493
H -0.8608 -0.1131 1.9682 0.495
H -0.9752 1.6140 1.6525 0.417
H -0.7842 -0.1087 -0.9123 0.363
H -2.7340 -0.7654 -1.0021 0.352
Be 3.8962 -3.5896 -1.1843 0.966
```

Values from the calculation:
DFT total energy	-1325.16659	a.u.
LUMO level	-14.24	eV
spin multiplicity	1
Kohn-Sham gap	1.97	eV
HOMO energy	-16.21	eV
charge	+2